[1]
This record from OMol25 describes a structure of composition C30H21ClN6O6W at a distorted geometry. The level of theory is ωB97M-V with the def2-TZVPD basis set.

```
65
Properties=species:S:1:pos:R:3:forces:R:3
W -0.767184 -0.185894 -0.330128 -0.55 -2.07 -0.95
O -2.743090 1.491824 2.907885 -0.01 -0.01 0.14
C -2.055489 1.286047 1.949713 0.11 -0.19 -0.19
N -2.320276 0.438976 0.873085 0.28 -0.11 -0.37
C -3.650062 0.323101 0.423253 -0.16 -0.24 -0.42
C -4.789525 0.915144 0.966515 0.03 0.06 0.16
C -5.997236 0.762549 0.315911 0.01 0.02 0.04
C -6.089968 0.014143 -0.854685 0.09 -0.04 -0.04
C -4.972124 -0.583439 -1.401354 -0.01 -0.11 -0.05
C -3.740971 -0.416775 -0.766774 0.01 0.10 0.40
N -2.506496 -0.961276 -1.140547 0.45 0.81 0.75
C -2.407540 -1.800067 -2.247797 0.33 -0.18 -0.08
O -3.138269 -1.838320 -3.198185 -0.13 0.07 -0.01
C -1.261212 -2.741911 -2.088419 -0.04 -0.21 -0.05
C -1.175744 -3.884376 -2.858429 -0.05 0.13 -0.02
C -0.186840 -4.808405 -2.559644 0.03 0.02 0.02
C 0.670585 -4.534579 -1.506810 -0.04 0.01 -0.01
C 0.531384 -3.346505 -0.808146 0.22 0.14 0.11
N -0.420598 -2.457497 -1.086782 -0.45 0.74 -0.14
C -0.779019 2.022297 1.709913 0.14 0.10 -0.08
C -0.368161 3.029507 2.559084 -0.18 -0.05 0.09
C 0.752435 3.772791 2.231533 0.05 -0.12 -0.26
C 1.403683 3.472700 1.039542 -0.02 0.25 0.22
C 0.937501 2.444087 0.250157 -0.13 -0.26 -0.45
N -0.137098 1.701153 0.568677 0.22 0.84 0.38
H -4.739215 1.469916 1.888232 0.00 0.03 0.01
H -6.881038 1.229967 0.727473 0.00 -0.02 0.02
H -7.044021 -0.102268 -1.349767 -0.01 0.01 0.01
H -5.045478 -1.160389 -2.306860 -0.03 0.03 -0.04
H -1.897896 -4.024278 -3.650848 0.02 -0.04 0.00
H -0.098047 -5.724342 -3.127887 0.01 0.00 0.01
H 1.445872 -5.227023 -1.211624 0.00 -0.01 -0.02
H 1.207276 -3.108403 -0.005177 0.02 0.01 0.08
H -0.963599 3.216066 3.443373 0.02 0.01 0.01
H 1.092864 4.578467 2.868097 0.01 0.01 0.00
H 2.258375 4.046437 0.708520 -0.01 -0.01 -0.02
H 1.419555 2.211072 -0.689593 0.03 -0.02 0.03
O 0.069340 1.236635 -4.217462 0.19 0.03 -0.24
C 0.121437 0.763236 -3.002592 0.04 -0.24 0.39
O -0.899754 0.825673 -2.234085 0.07 -0.07 0.78
C 1.311653 0.194617 -2.487319 -0.24 0.15 -0.14
C 2.553632 0.068764 -3.132741 0.09 -0.07 0.06
C 3.616931 -0.425974 -2.427534 -0.08 0.09 -0.22
C 3.456514 -0.750715 -1.051974 -0.08 -0.05 0.14
C 2.239171 -0.576782 -0.465304 -0.01 -0.11 0.24
N 1.147374 -0.180657 -1.169347 0.45 0.30 0.23
C 1.875530 -0.868269 0.991787 -0.16 -0.14 -0.34
O 2.545106 -2.001785 1.405245 0.09 0.03 -0.10
O 0.549349 -0.910314 1.173776 -0.63 0.30 -0.48
H -0.815582 1.571745 -4.425819 -0.12 0.02 0.02
H 2.626746 0.369022 -4.169250 0.08 -0.05 0.00
H 4.580221 -0.555353 -2.900163 -0.01 0.00 -0.01
H 4.287706 -1.146395 -0.483992 -0.04 -0.02 0.03
H 2.105776 -2.380112 2.179704 -0.05 0.03 0.07
Cl 1.407918 1.426114 5.556061 -0.05 0.01 0.00
C 2.283990 1.242740 4.101768 0.25 0.07 -0.07
C 3.500030 1.891760 3.900049 -0.16 -0.15 -0.01
C 4.147671 1.715650 2.688420 0.08 0.08 0.08
C 3.595668 0.903454 1.722149 0.07 -0.04 -0.02
N 2.434663 0.272920 1.943167 0.07 0.17 0.39
C 1.782251 0.429512 3.105862 -0.10 0.05 -0.04
H 3.923317 2.510270 4.680380 -0.01 0.02 -0.01
H 5.092861 2.204316 2.497965 -0.01 -0.02 -0.05
H 4.070157 0.749955 0.765587 -0.03 -0.06 0.01
H 0.846993 -0.100526 3.214153 0.02 -0.05 -0.01
```
Forces are in eV/Å.

Calculated values
HOMO energy (alpha / beta)   -12.102 / -13.100 eV
<S²>   2.0230
Kohn-Sham gap (alpha / beta)   5.058 / 6.002 eV
Total charge   +2
Strongest force on any atom   0.046 Eh/bohr
2S+1   3
LUMO level (alpha / beta)   -7.0 / -7.1 eV



[2]
This record from OMol25 describes a structure of composition C30H21CoN4P at a distorted geometry. The level of theory is ωB97M-V with the def2-TZVPD basis set.

```
57
Properties=species:S:1:pos:R:3:forces:R:3
Co 0.021931 0.277965 1.328933 -1.04 -0.49 -0.26
C -5.074803 -2.212573 4.095158 0.28 0.14 0.05
C -3.986758 -1.444353 4.511830 -0.56 -0.23 0.20
C -2.964681 -1.154866 3.634803 0.24 0.13 -0.44
C -3.004836 -1.603266 2.312754 -0.43 -0.44 0.12
C -4.098510 -2.385050 1.905386 0.52 0.38 0.03
C -5.113615 -2.683618 2.790566 -0.41 -0.11 0.19
P -1.565726 -1.275585 1.235623 0.51 -0.46 -0.09
C -2.433999 -1.322012 -0.387544 0.03 0.36 -0.38
C -3.415748 -0.362055 -0.655444 0.18 -0.17 0.19
C -4.013005 -0.285448 -1.895622 -0.21 0.04 -0.32
C -3.637772 -1.161865 -2.908273 0.03 -0.08 0.03
C -2.647370 -2.103262 -2.660831 -0.23 0.10 -0.40
C -2.040496 -2.172463 -1.421589 0.05 0.02 0.51
C -0.653139 -2.812929 1.293933 -0.23 0.16 0.16
C -1.159919 -4.095970 1.375005 -0.05 0.18 0.05
C -0.334727 -5.198210 1.143181 -0.32 -0.53 0.06
C 0.959286 -5.017606 0.669347 0.40 0.03 0.00
C 1.543133 -3.746385 0.591654 -0.01 -0.24 -0.15
C 2.722840 -3.451961 -0.071877 0.06 -0.50 -0.08
C 3.182688 -2.128290 -0.223403 0.33 0.60 0.03
C 2.554278 -1.056742 0.330131 0.45 -0.21 -0.11
C 1.341020 -1.208690 1.136442 -0.64 0.28 -0.29
C 0.813973 -2.630891 1.231279 -0.43 0.15 0.00
H -5.878797 -2.445362 4.782437 -0.02 0.01 0.03
H -3.952699 -1.068271 5.526130 0.05 -0.01 0.06
H -2.116029 -0.560492 3.952340 0.07 0.01 0.07
H -4.143908 -2.751218 0.887573 0.00 0.00 -0.01
H -5.953750 -3.287914 2.462806 0.02 0.00 0.00
H -3.700952 0.329403 0.128859 -0.01 0.04 0.03
H -4.771885 0.463838 -2.093740 -0.01 0.01 0.05
H -4.112141 -1.107401 -3.881725 0.02 0.01 0.00
H -2.346059 -2.782331 -3.450530 0.04 -0.01 0.01
H -1.254341 -2.891202 -1.230708 0.05 -0.08 0.06
H -2.214260 -4.253334 1.565537 -0.14 -0.05 0.04
H -0.739155 -6.203109 1.226696 -0.04 0.04 -0.02
H 1.532104 -5.867952 0.309827 0.01 -0.06 -0.02
H 3.268907 -4.255989 -0.557494 0.00 -0.06 0.00
H 4.068345 -1.966180 -0.835021 0.01 0.02 -0.02
H 2.918763 -0.053375 0.142750 0.04 0.07 -0.11
N 3.953875 4.669526 3.181332 0.36 0.05 0.32
C 3.101266 4.198388 2.549896 0.68 0.24 0.64
N 2.151095 3.852398 1.771366 -0.27 0.80 -0.88
C 1.427393 2.837701 1.604903 -1.13 -0.80 -0.42
N 0.625409 2.040329 1.289806 0.85 1.30 0.41
N 1.473495 -1.979103 2.361751 1.22 -0.74 0.24
C 0.978461 -1.645232 3.578281 -0.02 0.25 0.28
C 0.662481 -2.634703 4.523563 -0.13 -0.11 -0.17
C 0.322900 -2.288367 5.812554 -0.07 -0.05 0.11
C 0.275052 -0.956898 6.206631 -0.10 0.11 0.26
C 0.565853 0.032564 5.278561 -0.12 0.07 0.16
C 0.905745 -0.299723 3.985794 0.14 -0.09 -0.36
H 0.710092 -3.671475 4.220921 0.00 -0.08 -0.08
H 0.101730 -3.068183 6.532821 -0.04 -0.04 0.01
H 0.017072 -0.692606 7.223812 -0.02 0.00 0.07
H 0.524455 1.074579 5.571305 0.02 0.06 -0.01
H 1.170803 0.467583 3.260617 0.03 -0.04 0.16
```
Forces are in eV/Å.

Calculated values
HOMO energy (alpha / beta)   0.762 / -0.712 eV
<S²>   3.8225
Kohn-Sham gap (alpha / beta)   3.872 / 5.336 eV
Total charge   -2
Strongest force on any atom   0.031 Eh/bohr
2S+1   4
LUMO level (alpha / beta)   4.6 / 4.6 eV



[3]
This record from OMol25 describes a structure of composition C30H21IN6O6Yb at a distorted geometry. The level of theory is ωB97M-V with the def2-TZVPD basis set.

```
65
Properties=species:S:1:pos:R:3:forces:R:3
Yb -0.785249 2.164646 1.340379 -2.13 1.44 -1.03
I -4.597435 0.490522 -1.445347 0.03 0.19 0.03
C -4.038165 2.189618 -0.367456 -0.04 -0.16 -0.21
C -4.887105 2.774676 0.561599 0.07 0.10 -0.01
C -4.419118 3.861735 1.280010 -0.07 0.02 -0.03
C -3.101081 4.255746 1.119433 -0.10 0.22 -0.16
N -2.280547 3.700672 0.215976 -0.28 0.06 -0.02
C -2.775208 2.724404 -0.564330 -0.43 0.13 -0.18
H -5.891514 2.402046 0.708192 0.01 -0.02 0.02
H -5.062538 4.375768 1.979698 0.05 -0.01 0.05
H -2.685449 5.064252 1.708364 0.04 -0.07 0.07
H -2.142863 2.380779 -1.370581 0.09 -0.17 0.12
N -2.376097 1.770030 2.727966 -0.67 -0.48 1.21
C -1.883017 0.967512 3.439968 -0.73 -0.16 0.35
C -1.342320 -0.063297 4.149569 0.06 -0.08 -0.10
C -1.175627 -1.246364 3.386910 -0.04 -0.19 -0.01
N -1.081557 -2.161256 2.689828 -0.02 0.05 -0.06
C -0.830572 0.093950 5.461447 0.05 0.08 0.10
N -0.404445 0.238852 6.520254 -0.02 -0.01 -0.02
C -1.665502 -1.154630 -4.468023 0.06 0.15 -0.05
O -1.742272 -1.750948 -3.180356 -0.03 0.08 0.20
C -1.690797 -3.095129 -3.096223 -0.14 -0.10 0.23
C -1.553743 -3.939908 -4.190112 0.07 0.04 -0.02
C -1.553148 -5.315244 -4.016050 0.00 -0.04 0.00
C -1.703535 -5.872839 -2.757606 0.00 -0.09 -0.05
C -1.846584 -5.042392 -1.659940 0.11 0.10 0.12
C -1.821629 -3.665049 -1.813871 0.08 -0.18 -0.30
N -2.043847 -2.832990 -0.669700 0.02 0.24 -0.14
C -1.384594 -1.766566 -0.308992 0.07 -0.25 0.07
C -0.077523 -1.379908 -0.702724 0.15 0.38 -0.17
C 0.886892 -2.287122 -1.182461 -0.04 -0.09 0.04
C 2.170467 -1.876848 -1.431150 0.09 -0.05 -0.03
C 2.520392 -0.538049 -1.225058 -0.04 -0.01 0.04
C 1.594718 0.376303 -0.775843 -0.19 0.08 0.10
C 0.277825 -0.019018 -0.499768 -0.02 -0.39 -0.63
O -0.645034 0.864756 -0.149845 0.41 -1.39 -1.04
H -1.809648 -0.089502 -4.306083 -0.01 -0.03 -0.01
H -2.447806 -1.529577 -5.130317 0.00 -0.01 0.03
H -0.683463 -1.318012 -4.916967 -0.03 -0.05 0.00
H -1.452318 -3.526261 -5.183258 0.01 -0.03 0.03
H -1.442006 -5.953599 -4.882123 0.00 -0.01 0.01
H -1.707779 -6.945921 -2.631005 -0.01 0.01 0.02
H -1.950541 -5.460755 -0.665985 -0.03 0.02 0.01
H -2.866887 -3.065144 -0.130043 -0.08 0.14 0.02
H -1.870750 -1.134277 0.419515 -0.13 -0.11 0.09
H 0.617271 -3.326548 -1.315872 0.04 0.02 0.00
H 2.914690 -2.579010 -1.779181 -0.03 -0.03 0.01
H 3.534620 -0.216762 -1.425640 -0.01 0.03 -0.01
H 1.855803 1.421331 -0.651624 0.05 -0.02 -0.03
O 0.852904 3.395494 1.580097 1.44 1.00 0.16
C 1.498276 2.376845 2.003087 1.20 0.19 0.38
O 0.839578 1.340359 2.331807 1.18 -0.55 0.79
C 2.974153 2.369438 2.028268 0.07 0.00 -0.01
C 3.644090 1.236025 2.481935 -0.15 0.04 -0.03
C 5.023913 1.190932 2.430778 0.22 -0.07 0.03
C 5.709366 2.282517 1.922219 -0.49 0.03 -0.02
C 5.058958 3.426404 1.487477 0.20 0.03 -0.02
C 3.678690 3.468817 1.543902 -0.13 -0.04 0.03
N 7.180509 2.222420 1.826986 0.31 0.01 0.12
O 7.715879 1.188793 2.171358 -0.09 0.13 -0.08
O 7.752413 3.211856 1.418535 -0.10 -0.15 0.02
H 3.073947 0.399685 2.862577 0.03 -0.01 0.00
H 5.571921 0.326554 2.774895 0.02 0.00 -0.02
H 5.636358 4.256964 1.110243 0.01 0.00 0.00
H 3.135679 4.342223 1.210258 0.03 0.01 -0.01
```
Forces are in eV/Å.

Calculated values
HOMO energy (alpha / beta)   -11.189 / -11.186 eV
<S²>   0.7509
Kohn-Sham gap (alpha / beta)   7.416 / 7.414 eV
Total charge   +1
Strongest force on any atom   0.054 Eh/bohr
2S+1   2
LUMO level (alpha / beta)   -3.8 / -3.8 eV